1.
{"formula": "C6H16O2", "method": "ωB97M-V/def2-TZVPD", "charge": 0, "e_homo_ev": -10.139, "e_above_lowest_kj_mol": 101.74, "smiles": "CC(C)CCCO.O", "orbital_gap_ev": 10.88, "elements": ["O", "O", "C", "C", "C", "C", "C", "C", "H", "H", "H", "H", "H", "H", "H", "H", "H", "H", "H", "H", "H", "H", "H", "H"], "positions_angstrom": [[1.21, -2.14, -1.41], [-3.03, 0.23, -0.43], [0.26, -1.06, -1.58], [0.09, 0.42, 1.14], [-0.75, 1.69, 1.08], [0.59, -0.05, 2.54], [1.28, 0.50, 0.16], [0.88, 0.29, -1.35], [-0.56, -0.42, 0.86], [0.98, 0.77, 3.19], [-2.63, 0.14, -1.32], [1.36, -0.80, 2.47], [-0.58, 2.39, 1.92], [-3.06, 1.16, -0.22], [-0.53, -1.38, -0.89], [0.07, 1.05, -1.51], [-0.18, -0.57, 3.11], [-1.78, 1.43, 0.91], [2.12, -1.84, -1.33], [1.97, 1.35, 0.26], [-0.02, -1.11, -2.65], [1.77, 0.38, -1.97], [1.97, -0.34, 0.34], [-0.59, 2.16, 0.12]], "nbo_charge": [-0.743, -0.935, -0.076, -0.241, -0.613, -0.599, -0.393, -0.428, 0.212, 0.198, 0.474, 0.210, 0.215, 0.469, 0.192, 0.200, 0.210, 0.206, 0.462, 0.209, 0.169, 0.211, 0.192, 0.198]}


2.
{"formula": "C6H12BF2N2O10S2", "method": "ωB97M-V/def2-TZVPD", "charge": -1, "e_homo_ev": -4.225, "e_above_lowest_kj_mol": 23.62, "orbital_gap_ev": 5.92, "elements": ["S", "S", "F", "F", "O", "O", "O", "O", "O", "O", "O", "O", "O", "O", "N", "N", "C", "C", "C", "C", "C", "C", "B", "H", "H", "H", "H", "H", "H", "H", "H", "H", "H", "H", "H"], "positions_angstrom": [[-3.40, -4.05, 2.05], [-0.21, -2.24, 0.20], [1.82, 2.87, -1.26], [3.85, 6.30, -0.91], [2.01, 3.57, -3.32], [-0.82, -0.90, 0.82], [3.39, 6.14, -3.04], [-3.03, -5.30, 1.49], [0.98, -2.57, 0.90], [0.19, -1.65, -1.24], [-3.43, -4.22, 3.65], [-4.99, -3.85, 1.85], [-2.76, -2.84, 1.71], [-1.26, -3.18, 0.04], [6.22, 3.99, -1.88], [3.62, 4.20, -1.75], [2.47, 3.58, -2.23], [3.58, 5.56, -2.02], [-4.72, -3.90, 4.16], [-0.47, -0.39, -1.43], [-0.55, 0.21, -0.05], [-5.68, -4.25, 3.04], [4.87, 3.47, -2.44], [6.92, 3.73, -2.58], [-6.63, -3.72, 3.12], [4.77, 2.28, -2.14], [-4.92, -4.47, 5.07], [6.27, 5.00, -1.85], [0.41, 0.65, 0.25], [-5.86, -5.32, 2.99], [-1.46, -0.58, -1.84], [0.10, 0.24, -2.13], [4.80, 3.49, -3.67], [-4.75, -2.83, 4.39], [-1.33, 0.96, 0.04]], "nbo_charge": [2.547, 2.550, -0.366, -0.355, -0.550, -0.690, -0.553, -0.892, -0.902, -0.686, -0.687, -0.688, -0.873, -0.899, -1.081, -0.751, 1.005, 0.988, -0.098, -0.104, -0.099, -0.100, 0.195, 0.347, 0.207, -0.097, 0.206, 0.330, 0.208, 0.189, 0.182, 0.232, -0.112, 0.190, 0.206]}


3.
{"formula": "C8H15NO7P", "method": "ωB97M-V/def2-TZVPD", "charge": -1, "e_homo_ev": -2.649, "orbital_gap_ev": 5.49, "elements": ["P", "O", "O", "O", "O", "O", "O", "O", "N", "C", "C", "C", "C", "C", "C", "C", "C", "H", "H", "H", "H", "H", "H", "H", "H", "H", "H", "H", "H", "H", "H", "H"], "positions_angstrom": [[-0.07, -0.47, -1.23], [-1.46, -4.66, 3.42], [2.19, 0.77, -1.25], [-0.51, -2.65, 3.47], [-0.35, 5.48, -2.04], [-0.65, 3.29, -1.91], [0.40, -4.34, 4.65], [-2.44, 4.65, -1.95], [-1.06, -1.57, -0.65], [1.46, -0.24, -0.41], [-1.52, -2.58, 2.44], [-1.27, 4.48, -1.97], [0.75, 3.46, -2.19], [0.95, 4.91, -1.80], [-2.39, -3.78, 2.78], [-0.44, -3.92, 3.91], [2.27, -1.54, -0.42], [-0.61, 0.83, -1.30], [1.31, 2.73, -1.61], [0.91, 3.28, -3.25], [1.68, 5.43, -2.41], [-3.18, -3.54, 3.50], [0.23, -0.77, -2.61], [-1.06, -2.66, 1.45], [2.10, -2.12, 0.49], [3.33, -1.28, -0.46], [-1.93, -1.13, -0.38], [2.09, -2.22, -1.28], [1.20, 5.03, -0.75], [-2.03, -1.63, 2.50], [2.91, 1.05, -0.68], [-2.82, -4.27, 1.91]], "nbo_charge": [1.341, -0.504, -0.819, -0.483, -0.508, -0.479, -0.601, -0.593, -1.404, -0.520, -0.120, 0.971, -0.123, -0.099, -0.099, 0.971, -0.666, -0.088, 0.269, 0.176, 0.192, 0.167, -0.178, 0.260, 0.207, 0.190, 0.347, 0.156, 0.181, 0.197, 0.459, 0.202]}


4.
{"formula": "C38H105CdN9O12", "method": "ωB97M-V/def2-TZVPD", "charge": 0, "e_homo_ev": -7.927, "orbital_gap_ev": 7.88, "elements": ["Cd", "O", "O", "O", "O", "O", "O", "O", "O", "O", "O", "O", "O", "N", "N", "N", "N", "N", "N", "N", "N", "N", "C", "C", "C", "C", "C", "C", "C", "C", "C", "C", "C", "C", "C", "C", "C", "C", "C", "C", "C", "C", "C", "C", "C", "C", "C", "C", "C", "C", "C", "C", "C", "C", "C", "C", "C", "C", "C", "C", "H", "H", "H", "H", "H", "H", "H", "H", "H", "H", "H", "H", "H", "H", "H", "H", "H", "H", "H", "H", "H", "H", "H", "H", "H", "H", "H", "H", "H", "H", "H", "H", "H", "H", "H", "H", "H", "H", "H", "H", "H", "H", "H", "H", "H", "H", "H", "H", "H", "H", "H", "H", "H", "H", "H", "H", "H", "H", "H", "H", "H", "H", "H", "H", "H", "H", "H", "H", "H", "H", "H", "H", "H", "H", "H", "H", "H", "H", "H", "H", "H", "H", "H", "H", "H", "H", "H", "H", "H", "H", "H", "H", "H", "H", "H", "H", "H", "H", "H", "H", "H", "H", "H", "H", "H"], "positions_angstrom": [[2.84, -0.40, -0.62], [2.12, 0.43, 1.17], [1.41, -5.01, -3.24], [0.34, 5.43, 2.40], [-1.98, -6.54, 0.21], [0.82, -0.95, -1.12], [-3.37, 2.24, 2.54], [3.16, -2.47, -0.08], [0.48, -2.58, 5.58], [1.99, 1.88, 6.14], [-2.53, 2.08, -3.83], [3.76, -1.06, -2.61], [-4.63, -1.38, 0.01], [-3.70, -1.60, -3.57], [2.62, 3.81, -0.01], [-3.10, 3.96, -0.74], [3.77, 2.27, 2.99], [3.28, -1.27, 3.46], [2.93, 1.48, -1.76], [0.94, -4.40, -0.55], [-4.64, 4.03, -3.46], [-0.68, -3.00, -3.18], [2.31, 2.56, 4.94], [1.37, 4.53, 1.98], [4.85, 2.61, 5.15], [0.69, 2.24, 6.56], [-1.09, -5.80, -0.60], [-0.28, -4.48, 1.44], [2.66, -1.90, 4.64], [-3.87, 1.67, -0.41], [0.72, 0.47, 1.10], [3.35, -1.45, 5.95], [-3.75, 4.02, -4.64], [0.14, -3.31, -4.36], [-5.70, -2.47, -2.63], [-3.79, -1.74, -1.08], [0.12, -2.11, -5.26], [0.35, 4.44, -0.37], [0.18, 5.54, 3.79], [-3.61, 5.51, -4.97], [4.79, -1.98, -2.97], [-3.07, -7.02, -0.56], [-2.52, 2.21, 3.66], [0.03, -0.45, -0.06], [1.59, 4.74, 0.47], [2.46, 2.24, -4.04], [-4.57, -1.51, -2.38], [2.58, 1.02, -3.11], [2.66, -5.70, -3.18], [3.66, 2.00, 4.41], [-3.89, -1.45, 1.21], [0.39, -3.88, 5.12], [1.53, -3.80, -4.01], [1.13, -1.66, 4.73], [-2.87, 3.08, 1.50], [-1.39, 1.53, -3.27], [-2.39, 3.39, -4.34], [3.64, 0.03, -3.53], [0.09, -5.33, 0.21], [-3.71, 3.04, 0.24], [4.75, 3.70, 5.04], [2.08, -3.09, -3.38], [-2.80, -1.17, -3.40], [3.48, -5.16, -2.72], [-0.06, -4.57, 5.84], [1.17, 3.50, 2.29], [4.63, 0.49, -3.71], [-6.17, -2.23, -3.59], [3.77, -3.11, 0.30], [2.35, 2.26, -1.43], [-0.65, -6.38, -1.42], [-1.70, 1.49, 3.55], [-4.37, 1.79, -1.37], [-0.51, -1.26, 0.45], [0.62, 3.33, 6.51], [-1.70, 3.42, -5.19], [-0.04, 3.43, -0.44], [-4.12, 3.44, -5.49], [3.14, -2.13, 6.77], [-0.78, 0.18, -0.44], [-0.97, 2.22, -2.51], [-4.70, 3.03, -3.23], [1.51, 2.33, 4.24], [4.78, 2.38, 6.21], [-1.54, 0.54, -2.85], [4.42, -1.36, 5.76], [3.04, 1.78, 2.46], [-4.00, 4.33, -2.72], [0.40, 1.48, 0.80], [-0.87, -1.80, -5.59], [4.86, -2.11, -4.05], [-0.55, 1.45, -3.97], [-4.60, -1.35, 2.03], [0.71, -2.30, -6.17], [-0.32, -2.13, -2.76], [2.53, -6.70, -2.76], [2.80, -1.63, 2.64], [1.15, -4.68, -1.53], [2.83, -0.35, 3.46], [1.35, -4.36, 4.89], [-0.58, -3.73, -2.49], [-4.70, 3.45, 0.45], [-6.46, -2.50, -1.85], [0.95, -0.66, 5.12], [-1.82, 2.86, 1.25], [0.66, -1.24, -4.89], [-3.02, 4.90, -0.37], [3.45, -0.35, -4.54], [-4.44, 0.98, 0.21], [-2.08, 3.21, 3.82], [0.29, 0.31, 2.10], [-3.09, 6.02, -4.15], [0.40, -3.54, -0.64], [-0.08, 1.76, 5.95], [-3.34, -2.39, 1.37], [5.83, 2.31, 4.79], [3.04, -0.43, 6.18], [-4.60, 5.97, -5.00], [1.63, 0.47, -3.06], [-0.37, 4.70, 4.24], [2.43, 2.96, 0.52], [-3.14, -0.65, 1.32], [4.67, 1.86, 2.75], [0.65, -1.65, 3.74], [2.90, -2.97, 4.60], [1.15, 5.53, 4.28], [2.34, 3.65, 5.09], [-3.08, 1.95, 4.55], [-0.48, -4.11, -4.78], [-3.71, -7.63, 0.08], [0.65, -6.18, 0.62], [1.89, 5.78, 0.38], [2.08, -3.96, -4.94], [-3.38, -2.76, -1.04], [2.28, -2.90, -0.05], [0.47, 4.74, -1.41], [-2.78, -7.59, -1.45], [-0.40, 6.44, 3.97], [-2.17, 3.67, -1.00], [0.57, -4.09, 1.99], [-0.94, -5.07, 2.07], [3.82, 1.97, -1.78], [-2.92, -1.07, -1.13], [2.26, 1.90, -5.06], [4.56, -2.97, -2.57], [5.72, -1.62, -2.53], [-3.47, -2.60, -3.55], [2.28, 4.86, 2.48], [-2.86, 4.08, 1.96], [0.52, 1.95, 7.60], [-1.64, -4.99, -1.10], [2.98, -5.98, -4.19], [-5.44, -3.53, -2.72], [3.50, 4.15, 0.37], [-5.01, -0.51, -2.29], [-2.89, 1.24, -0.67], [-1.97, 3.96, -3.51], [1.58, 2.85, -3.82], [3.73, 0.94, 4.64], [3.40, 2.78, -3.99], [-0.46, 5.07, 0.02], [-3.10, 5.75, -5.90], [-0.19, -4.07, 4.21], [-3.62, -6.14, -0.91], [-0.97, -3.69, 1.14]], "mulliken_charge": [2.192, -1.726, -0.482, -0.410, -0.399, 0.967, -0.437, -0.523, -0.459, -0.369, -0.241, 0.182, -0.511, -0.614, -0.281, -0.189, -0.251, -0.521, -0.273, -0.125, -0.801, -0.353, 0.233, -0.020, -1.845, -0.627, -0.125, -1.179, 0.726, -0.348, 1.271, -1.603, 0.221, 0.256, -1.725, 0.938, -1.456, -0.619, -0.485, -1.581, -0.931, -0.607, -0.319, 0.553, -0.192, -1.593, 0.436, 1.921, -0.905, 0.872, -0.419, -0.499, -0.351, -0.018, 0.029, 0.501, -0.317, -1.042, 0.167, -0.130, 0.370, -0.107, 0.007, 0.198, 0.400, -0.154, 0.417, 0.389, 0.203, -0.175, 0.411, 0.009, -0.080, -0.763, 0.296, 0.378, -0.575, 0.410, 0.386, -0.339, -0.276, 0.324, 0.103, 0.322, -0.525, 0.376, -0.463, 0.367, -1.200, 0.368, 0.346, 0.593, 0.279, 0.510, -0.377, 0.301, 0.192, 0.370, -0.442, 0.275, -0.127, 0.419, 0.390, -0.075, -0.043, -0.001, 0.326, 0.474, 0.421, 0.078, -0.111, 0.293, -0.171, 0.145, 0.253, 0.469, 0.191, 0.416, -0.837, 0.000, -0.264, 0.052, 0.364, 0.208, 0.597, 0.311, 0.285, 0.427, 0.404, 0.278, 0.284, 0.450, 0.717, 0.096, 0.380, 0.394, 0.308, 0.288, -0.363, 0.305, 0.582, 0.335, -0.387, 0.459, 0.039, 0.364, 0.396, 0.531, 0.469, 0.290, -0.113, 0.395, 0.302, 0.379, 0.149, -0.389, -0.033, 0.288, -0.468, 0.435, 0.634, 0.408, 0.090, 0.173, -0.044]}


5.
{"formula": "C28H27AsN5O3STi", "method": "ωB97M-V/def2-TZVPD", "multiplicity": 2, "charge": 2, "e_homo_ev": [-11.815, -11.814], "e_above_lowest_kj_mol": 0.00, "orbital_gap_ev": [5.98, 6.02], "elements": ["As", "Ti", "S", "O", "O", "O", "N", "N", "N", "N", "N", "C", "C", "C", "C", "C", "C", "C", "C", "C", "C", "C", "C", "C", "C", "C", "C", "C", "C", "C", "C", "C", "C", "C", "C", "C", "C", "C", "C", "H", "H", "H", "H", "H", "H", "H", "H", "H", "H", "H", "H", "H", "H", "H", "H", "H", "H", "H", "H", "H", "H", "H", "H", "H", "H", "H"], "positions_angstrom": [[-27.40, -3.70, -8.85], [-24.93, -2.43, -11.08], [-25.61, -0.94, -12.80], [-15.27, -1.02, -2.56], [-24.97, -3.73, -12.48], [-26.36, -2.92, -9.96], [-19.84, -3.23, -6.69], [-19.88, -0.99, -6.90], [-23.44, -3.75, -10.06], [-23.42, -1.08, -10.18], [-25.70, -3.48, -13.64], [-19.26, -2.02, -6.32], [-22.49, -3.12, -9.28], [-21.95, -5.20, -8.34], [-28.21, -2.51, -7.70], [-28.58, -4.70, -9.92], [-21.72, -3.80, -8.36], [-17.85, -0.49, -4.96], [-26.72, -2.01, -15.09], [-23.52, 0.22, -10.25], [-21.79, 0.51, -8.62], [-26.21, -4.67, -7.75], [-20.84, -2.96, -7.62], [-25.91, -4.57, -14.44], [-21.66, -0.89, -8.56], [-17.43, -2.92, -4.87], [-27.11, -3.08, -15.89], [-20.83, -1.57, -7.68], [-16.82, -0.28, -4.05], [-22.49, -1.67, -9.33], [-16.13, -1.39, -3.57], [-22.72, -5.83, -9.29], [-23.51, -5.06, -10.16], [-22.68, 1.07, -9.46], [-14.52, -2.12, -2.05], [-16.43, -2.68, -3.95], [-18.14, -1.86, -5.39], [-26.03, -2.24, -13.95], [-26.60, -4.38, -15.58], [-14.09, -2.75, -2.81], [-27.94, -5.22, -10.61], [-24.21, 0.60, -10.93], [-25.48, -5.49, -14.11], [-13.74, -1.70, -1.40], [-18.49, 0.23, -5.40], [-15.18, -2.68, -1.46], [-24.13, -5.53, -10.96], [-26.70, -5.00, -6.87], [-16.52, 0.69, -3.68], [-22.88, -6.93, -9.36], [-26.96, -0.98, -15.38], [-29.19, -3.97, -10.37], [-26.93, -5.27, -16.12], [-28.46, -1.61, -8.22], [-21.50, -5.83, -7.59], [-15.88, -3.52, -3.54], [-25.36, -4.01, -7.61], [-22.76, 2.19, -9.50], [-27.51, -2.28, -6.90], [-27.69, -2.86, -16.77], [-25.87, -5.52, -8.28], [-21.19, 1.18, -8.01], [-29.06, -2.99, -7.26], [-17.65, -3.94, -5.18], [-19.46, -4.20, -6.62], [-29.14, -5.37, -9.28]], "lowdin_spin": [-0.001, 0.934, 0.004, 0.000, 0.011, -0.004, 0.000, 0.000, 0.002, 0.008, 0.019, 0.000, 0.003, 0.001, 0.000, 0.000, 0.000, 0.000, 0.001, 0.006, 0.000, 0.000, 0.000, 0.000, 0.000, 0.000, 0.000, 0.000, 0.000, 0.002, 0.000, 0.000, 0.002, 0.001, 0.000, 0.000, 0.000, 0.010, 0.000, 0.000, 0.000, 0.002, 0.000, 0.000, 0.000, 0.000, 0.000, 0.000, 0.000, 0.000, 0.000, 0.000, 0.000, 0.000, 0.000, 0.000, 0.000, 0.000, 0.000, 0.000, 0.000, 0.000, 0.000, 0.000, 0.000, 0.000]}